87
Properties=species:S:1:pos:R:3 method="wB97M-V/def2-TZVPD" homo_lumo_gap_ev="5.91 / 4.02" e_above_lowest_kj_mol=81.13 total_charge=+2 homo_ev="-13.143 / -13.131" s_squared=3.788 multiplicity=4
Tc -0.06 -0.46 1.15
O 0.14 3.51 1.77
C -0.40 2.56 1.30
O -0.14 1.31 1.78
C -1.31 2.55 0.10
C -2.65 2.95 0.18
C -3.41 2.82 -0.95
C -2.83 2.29 -2.13
C -3.58 2.09 -3.32
C -2.99 1.55 -4.42
C -1.62 1.19 -4.38
C -0.87 1.38 -3.26
C -1.46 1.94 -2.11
N -0.71 2.09 -0.97
H -3.06 3.34 1.10
H -4.45 3.10 -0.95
H -4.63 2.36 -3.33
H -3.57 1.39 -5.31
H -1.17 0.74 -5.26
H 0.16 1.09 -3.22
N -1.89 -4.21 3.80
C -0.72 -3.50 3.17
C 0.37 -3.05 4.12
C 1.49 -2.30 3.38
N 1.11 -0.91 2.92
C 2.02 -3.11 2.21
C 0.94 -3.60 1.25
N 0.46 -2.47 0.40
C -0.20 -4.31 1.99
H -2.11 -3.82 4.72
H -2.72 -3.96 3.15
H -1.77 -5.21 3.89
H -1.20 -2.61 2.80
H 0.84 -3.90 4.62
H -0.05 -2.41 4.90
H 2.30 -2.15 4.10
H 1.97 -0.39 2.77
H 0.62 -0.42 3.67
H 2.54 -3.98 2.62
H 2.78 -2.54 1.66
H 1.39 -4.33 0.57
H -0.30 -2.78 -0.23
H 1.21 -2.23 -0.24
H 0.18 -5.28 2.34
H -1.01 -4.53 1.29
O 1.52 -0.05 0.12
Si 2.60 0.30 -1.07
C 2.43 2.19 -1.33
C 2.29 3.08 -0.19
C 2.24 4.44 -0.34
C 2.31 4.97 -1.63
C 2.44 4.12 -2.78
C 2.49 2.76 -2.63
C 2.17 -0.62 -2.62
C 0.85 -0.96 -2.91
C 0.53 -1.68 -4.05
C 1.54 -2.04 -4.94
C 2.86 -1.68 -4.68
C 3.17 -0.98 -3.53
C 4.29 -0.10 -0.44
C 5.19 0.87 -0.01
C 6.44 0.52 0.49
C 6.79 -0.82 0.56
C 5.91 -1.80 0.12
C 4.67 -1.44 -0.38
H 2.24 2.65 0.80
H 2.12 5.09 0.52
H 2.26 6.04 -1.77
H 2.50 4.57 -3.76
H 2.59 2.12 -3.49
H 0.04 -0.66 -2.25
H -0.50 -1.94 -4.25
H 1.29 -2.59 -5.84
H 3.64 -1.96 -5.38
H 4.21 -0.73 -3.33
H 4.93 1.93 -0.05
H 7.13 1.28 0.82
H 7.77 -1.10 0.94
H 6.21 -2.84 0.15
H 4.02 -2.21 -0.77
F -3.51 -3.09 2.14
Te -2.98 -1.87 0.30
F -3.77 -0.33 1.04
F -4.07 -1.44 -1.17
F -1.44 -0.34 -0.33
F -1.73 -2.75 -1.11
O -1.45 -1.12 1.92

***

40
Properties=species:S:1:pos:R:3 method="wB97M-V/def2-TZVPD" homo_lumo_gap_ev=7.67 e_above_lowest_kj_mol=517.84 total_charge=+1 homo_ev=-11.006
C 1.40 -0.05 0.74
C 0.20 -0.25 1.82
S 0.51 -1.55 3.14
C 1.51 -2.98 2.54
C 3.06 -3.10 2.94
C 4.08 -2.36 3.70
I 3.68 -0.51 4.75
C 5.51 -3.14 3.59
O 6.69 -2.79 4.17
O 5.32 -4.32 2.69
C 3.88 -4.42 2.33
O 3.32 -5.39 1.59
H 1.04 -0.45 -0.32
H 1.55 1.11 0.59
H 2.44 -0.51 1.04
H -0.78 -0.55 1.26
H 0.06 0.78 2.38
H 0.96 -3.98 2.90
H 1.42 -3.02 1.35
C -1.63 0.31 -1.84
N -2.06 1.57 -2.60
C -2.57 1.14 -3.98
C -0.86 2.48 -2.79
C -3.23 2.29 -1.88
C -2.88 2.84 -0.48
O -2.48 1.80 0.40
H -1.02 -0.30 -2.51
H -1.03 0.60 -0.98
H -2.53 -0.24 -1.54
H -1.76 0.62 -4.50
H -2.88 2.03 -4.53
H -3.42 0.46 -3.83
H -0.45 2.74 -1.81
H -1.19 3.38 -3.32
H -0.11 1.95 -3.37
H -4.04 1.56 -1.80
H -3.55 3.11 -2.53
H -3.77 3.32 -0.05
H -2.08 3.59 -0.53
H -2.28 2.21 1.27

***

24
Properties=species:S:1:pos:R:3 method="wB97M-V/def2-TZVPD" smiles="[H]/N=[N+](/CC)N(C)[C@@H](C)N" homo_lumo_gap_ev="9.04 / 8.71" e_above_lowest_kj_mol=464.17 total_charge=+1 homo_ev="-13.912 / -13.553"
C -2.37 -0.67 -0.69
C 0.58 1.91 0.68
C 2.31 -0.35 -0.49
C -1.22 -1.58 -0.12
C 0.69 0.48 1.17
N 0.39 -1.71 -1.96
N -0.41 0.23 1.94
N 0.92 -0.41 0.00
N 0.11 -1.17 -0.60
H -2.19 -0.27 -1.72
H -3.32 -1.23 -0.79
H -2.57 0.32 -0.20
H 0.68 2.59 1.45
H 1.35 2.33 0.00
H -0.34 2.02 0.25
H 2.49 -0.07 -1.53
H 2.81 0.33 0.18
H 2.71 -1.38 -0.51
H -1.56 -2.65 -0.49
H -1.11 -1.67 0.88
H 1.75 0.26 1.78
H 1.43 -1.61 -2.24
H -1.27 0.65 1.64
H -0.34 0.22 2.94

***

108
Properties=species:S:1:pos:R:3 method="wB97M-V/def2-TZVPD" smiles="COP(=O)(OC)OC.COP(=O)(OC)OC.COP(=O)(OC)OC.COP(=O)(OC)OC.ClC(Cl)Cl.ClC(Cl)Cl.ClC(Cl)Cl.ClC(Cl)Cl.ClC(Cl)Cl.ClC(Cl)Cl.ClC(Cl)Cl.ClC(Cl)Cl" homo_lumo_gap_ev=10.46 e_above_lowest_kj_mol=283.70 homo_ev=-10.111
C -11.83 -20.10 -10.17
O -12.43 -18.83 -10.31
P -11.79 -17.50 -9.67
O -11.66 -17.46 -8.21
O -10.44 -17.28 -10.48
C -10.48 -17.08 -11.89
O -12.77 -16.37 -10.26
C -13.90 -15.94 -9.49
H -12.47 -20.78 -9.61
H -10.83 -20.11 -9.72
H -11.70 -20.55 -11.16
H -10.77 -16.04 -12.06
H -11.26 -17.65 -12.42
H -9.50 -17.25 -12.31
H -14.82 -16.26 -9.98
H -13.88 -14.85 -9.50
H -13.88 -16.36 -8.49
C -6.97 -17.61 -3.78
O -6.80 -17.41 -5.16
P -8.01 -16.85 -6.05
O -8.31 -15.44 -5.74
O -7.68 -17.22 -7.55
C -7.73 -18.59 -8.00
O -9.18 -17.87 -5.66
C -10.52 -17.50 -6.01
H -6.80 -18.68 -3.59
H -7.96 -17.33 -3.39
H -6.28 -17.01 -3.18
H -8.78 -18.86 -7.89
H -7.12 -19.20 -7.32
H -7.30 -18.72 -8.98
H -10.91 -18.12 -6.81
H -10.64 -16.46 -6.30
H -11.15 -17.62 -5.12
C -9.37 -25.91 -4.94
O -9.85 -24.62 -4.59
P -8.86 -23.36 -4.62
O -9.46 -22.05 -4.32
O -8.13 -23.56 -6.03
C -7.44 -22.44 -6.59
O -7.65 -23.78 -3.64
C -7.78 -23.46 -2.24
H -9.92 -26.62 -4.33
H -8.31 -26.05 -4.74
H -9.52 -26.12 -6.00
H -7.65 -21.48 -6.12
H -7.61 -22.38 -7.66
H -6.36 -22.53 -6.48
H -8.76 -23.06 -1.97
H -6.94 -22.85 -1.96
H -7.76 -24.39 -1.66
C -9.27 -22.38 -12.34
O -8.42 -21.24 -12.38
P -7.65 -20.84 -11.04
O -8.12 -21.50 -9.81
O -6.14 -21.21 -11.43
C -5.13 -21.22 -10.42
O -7.64 -19.26 -11.08
C -8.83 -18.48 -11.19
H -9.26 -22.93 -11.39
H -9.00 -23.07 -13.13
H -10.31 -22.07 -12.46
H -4.87 -22.26 -10.27
H -5.42 -20.69 -9.50
H -4.25 -20.66 -10.74
H -8.97 -18.11 -12.21
H -8.82 -17.67 -10.47
H -9.71 -19.07 -10.94
C -11.53 -21.92 -6.93
Cl -10.19 -21.16 -7.79
Cl -12.93 -22.16 -8.02
Cl -12.07 -20.91 -5.59
H -11.22 -22.87 -6.53
C -10.39 -19.84 -2.20
Cl -11.29 -20.59 -0.85
Cl -8.68 -19.95 -1.88
Cl -10.86 -18.14 -2.48
H -10.61 -20.39 -3.10
C -9.73 -13.99 -8.11
Cl -8.76 -14.98 -9.23
Cl -11.06 -13.27 -9.01
Cl -8.71 -12.76 -7.35
H -10.10 -14.60 -7.30
C -9.77 -13.99 -3.31
Cl -8.76 -14.93 -2.21
Cl -10.36 -12.49 -2.56
Cl -11.15 -14.91 -3.95
H -9.17 -13.67 -4.15
C -5.40 -16.39 -9.87
Cl -4.63 -17.95 -9.48
Cl -6.05 -16.50 -11.51
Cl -4.25 -15.09 -9.72
H -6.21 -16.20 -9.17
C -3.00 -20.36 -6.18
Cl -3.16 -19.08 -4.99
Cl -4.51 -20.63 -7.10
Cl -2.44 -21.85 -5.43
H -2.23 -20.04 -6.88
C -4.62 -20.69 -1.53
Cl -5.26 -21.15 -3.14
Cl -2.92 -20.22 -1.61
Cl -4.85 -22.01 -0.39
H -5.19 -19.84 -1.18
C -3.94 -14.82 -4.91
Cl -2.74 -15.56 -3.81
Cl -5.42 -14.35 -4.08
Cl -4.36 -15.92 -6.22
H -3.41 -13.96 -5.31

***

32
Properties=species:S:1:pos:R:3 method="wB97M-V/def2-TZVPD" homo_lumo_gap_ev=8.56 total_charge=-1 homo_ev=-6.718
C 3.73 -2.32 3.29
B 2.14 -2.71 2.97
O 1.73 -4.04 2.39
B 0.98 -1.60 3.33
O 0.78 -0.29 2.60
B -0.62 -0.42 2.07
O -1.79 -0.83 2.93
B -1.29 -2.04 3.63
N -1.91 -3.43 3.57
O -0.02 -1.84 4.42
H 4.10 -1.52 2.49
H 4.38 -3.31 3.24
H 3.74 -1.84 4.36
H 2.21 -4.18 1.52
H -0.78 -0.20 0.90
H -1.13 -4.07 3.91
H -1.95 -3.65 2.53
C 0.25 3.48 -5.45
F 1.06 3.23 -6.52
F 0.84 4.50 -4.76
F -0.91 4.00 -5.97
S -0.05 2.01 -4.42
O 1.29 1.62 -3.96
O -0.68 1.05 -5.33
N -0.99 2.69 -3.35
S -1.47 1.66 -2.24
O -0.44 1.18 -1.31
O -2.42 0.63 -2.68
C -2.48 2.81 -1.26
F -3.49 3.37 -1.98
F -1.75 3.86 -0.77
F -3.06 2.22 -0.17

***

10
Properties=species:S:1:pos:R:3 method="wB97M-V/def2-TZVPD" homo_lumo_gap_ev=9.36 e_above_lowest_kj_mol=21.34 homo_ev=-9.672
C 0.41 0.68 1.31
N 0.57 -0.13 0.36
O 1.69 -0.84 0.55
O 0.86 -1.10 -1.92
Si -0.40 -0.53 -1.19
H -0.51 1.30 1.45
H 1.05 0.55 2.24
H -0.98 0.90 -1.39
H 1.68 -1.18 -0.48
H -1.32 -1.64 -0.87

***

11
Properties=species:S:1:pos:R:3 method="wB97M-V/def2-TZVPD" homo_lumo_gap_ev="7.98 / 4.45" total_charge=+1 homo_ev="-12.303 / -13.186" s_squared=2.019 multiplicity=3
C 1.02 0.45 0.09
C -2.19 -0.55 -1.30
N -0.21 0.24 -0.12
N -1.44 0.51 -0.84
N 1.54 0.43 1.30
I -1.51 0.03 -3.30
H 1.72 0.50 -0.75
H -3.25 -0.30 -1.25
H -1.95 -1.57 -1.04
H 2.54 0.42 1.45
H 0.95 0.40 2.12

***

21
Properties=species:S:1:pos:R:3 method="wB97M-V/def2-TZVPD" homo_lumo_gap_ev=6.37 e_above_lowest_kj_mol=794.11 homo_ev=-9.575
S 5.26 0.97 0.79
S -2.99 0.36 0.16
C -1.37 -0.16 0.74
C -0.18 0.30 -0.25
N 1.21 -0.06 0.32
C 2.49 0.38 -0.35
C 2.98 -0.74 -1.24
H -3.61 -1.16 1.42
H -1.34 -1.21 0.91
H -1.14 0.39 1.74
H -0.25 1.37 -0.38
H -0.25 -0.20 -1.17
H 1.30 0.34 1.34
H 2.52 1.42 -0.76
H 3.40 0.38 0.36
H 2.50 -0.74 -2.24
H 2.97 -1.68 -0.71
H 4.03 -0.52 -1.54
H -6.32 0.55 -0.25
H -5.15 -0.03 0.60
O -6.07 0.06 0.52

***

11
Properties=species:S:1:pos:R:3 method="wB97M-V/def2-TZVPD" smiles="O=C1N(Cl)CN(Cl)N1Cl" homo_lumo_gap_ev=10.28 e_above_lowest_kj_mol=28.71 homo_ev=-10.238
C 0.08 0.88 0.87
C 0.19 -1.16 -0.28
N -0.34 -0.40 0.84
N 0.53 1.21 -0.39
N 0.26 -0.12 -1.30
O -0.12 1.63 1.77
Cl -0.20 -1.40 2.19
Cl 0.10 2.70 -1.04
Cl -1.43 0.06 -1.86
H 1.23 -1.47 -0.02
H -0.29 -1.93 -0.78

***

10
Properties=species:S:1:pos:R:3 method="wB97M-V/def2-TZVPD" homo_lumo_gap_ev="7.24 / 7.35" e_above_lowest_kj_mol=466.95 total_charge=+1 homo_ev="-16.149 / -16.208"
C -0.90 -1.36 -0.06
C 0.03 0.39 -0.10
C 1.40 0.64 0.09
N -2.03 -0.84 0.02
N -1.02 1.07 0.19
N -2.09 0.45 -0.05
H -0.47 -2.33 -0.31
H 1.78 0.56 -0.95
H 1.73 -0.15 0.68
H 1.56 1.58 0.48

***

17
Properties=species:S:1:pos:R:3 method="wB97M-V/def2-TZVPD" smiles="CO[C@H](C)SC(N)=S" homo_lumo_gap_ev=8.83 e_above_lowest_kj_mol=87.47 homo_ev=-8.223
C 1.55 -1.50 -0.66
C 0.51 0.68 -0.50
C 0.53 1.84 0.52
C -2.18 -0.20 -0.08
H 0.98 -1.65 -1.51
H 2.57 -1.25 -0.90
H 1.58 -2.45 -0.05
H 1.10 0.95 -1.41
H -0.06 1.60 1.40
H 1.56 2.05 0.81
H 0.10 2.78 0.16
H -0.60 -0.81 0.98
H -2.17 -1.10 1.75
N -1.64 -0.79 0.96
O 1.04 -0.46 0.18
S -1.08 0.41 -1.31
S -3.79 -0.10 -0.33

***

16
Properties=species:S:1:pos:R:3 method="wB97M-V/def2-TZVPD" smiles=CC.CC homo_lumo_gap_ev=12.22 e_above_lowest_kj_mol=161.04 homo_ev=-11.107
C 0.90 -1.56 0.62
C 1.32 -2.58 -0.47
H 0.58 -0.60 0.25
H -0.05 -1.67 1.07
H 1.72 -1.43 1.47
H 0.44 -2.62 -1.23
H 1.42 -3.59 0.00
H 2.17 -2.37 -1.14
C -1.17 2.56 0.49
C -1.02 1.50 -0.64
H -1.82 3.39 0.18
H -1.57 2.29 1.38
H -0.25 3.04 0.74
H -1.96 1.11 -1.10
H -0.15 0.68 -0.27
H -0.65 2.21 -1.34